The following is a quantum chemistry calculation of C11H12BrClIrN2O6S as an isolated structure, from the OMol25 dataset.

Results
* frontier orbital gap (alpha / beta): 6.09 / 5.05 eV
* E_LUMO (alpha / beta): -9.49 / -10.53 eV
* total charge: +2
* largest force on an atom: 1.01 eV/A
* multiplicity: 2

```
35
Properties=species:S:1:pos:R:3:forces:R:3:mulliken_charge:R:1
Ir 1.439608 -0.288307 -0.196663 -0.278 -0.609 0.507 1.464
O 4.105970 0.268546 2.404531 0.014 0.030 0.175 -0.441
Cl 3.113844 -0.579763 1.941448 -0.071 0.679 -0.579 1.614
O 2.785143 -1.689531 2.712541 0.093 0.006 0.150 -0.336
O 3.312369 -0.919798 0.477064 0.277 0.025 -0.070 -0.579
O 1.776556 0.267718 1.641176 0.162 -0.224 0.153 -0.566
Br -0.190112 -4.135736 4.336567 0.054 0.097 -0.240 -0.028
C 0.223628 -3.558243 2.605251 0.109 -0.341 0.331 -0.007
C 1.349295 -4.090101 1.959808 0.119 -0.023 -0.479 -0.553
C 1.676043 -3.689316 0.670889 0.070 -0.559 0.841 -0.729
C 0.887449 -2.749989 0.022517 -0.286 0.706 -0.031 -0.641
C -0.238877 -2.199986 0.709876 0.035 -0.269 -0.326 0.553
C -0.577267 -2.617540 1.983982 -0.085 0.172 0.047 -0.671
C -1.035957 -1.141103 0.051133 0.333 0.367 -0.531 0.408
O -2.076744 -0.651758 0.308530 -0.159 -0.333 0.117 -0.443
O -0.240914 -0.542253 -0.980166 -0.349 0.538 -0.071 -0.519
H 1.946907 -4.835330 2.468033 -0.001 0.007 -0.009 0.496
H 2.511273 -4.146515 0.157126 0.007 0.009 0.018 0.489
H 1.038859 -2.620619 -1.043940 -0.271 -0.155 -0.060 0.888
H -1.441847 -2.203520 2.485085 -0.004 0.039 -0.018 0.605
S 1.669152 1.574467 -1.385856 0.236 -0.162 0.129 -0.156
C -0.019029 2.166952 -1.483242 0.140 -0.030 -0.071 0.403
N -0.573969 2.728548 -0.437049 -0.111 0.010 -0.003 -0.060
C -1.940367 3.301844 -0.473405 0.072 -0.004 0.005 -0.538
C -2.283815 3.678884 -1.904132 -0.007 -0.005 -0.002 -0.621
C -2.017369 2.507692 -2.833021 0.051 -0.037 0.011 -0.532
N -0.625849 2.047595 -2.635582 -0.120 0.075 0.013 -0.083
H -0.027954 2.826862 0.405524 0.025 0.004 0.001 0.244
H -1.938929 4.172960 0.177158 -0.017 -0.003 0.015 0.402
H -2.629968 2.560810 -0.068813 -0.012 -0.008 -0.007 0.301
H -1.699027 4.545686 -2.215347 0.001 -0.005 -0.006 0.307
H -3.335373 3.952626 -1.962485 -0.003 0.008 0.007 0.361
H -2.127108 2.781450 -3.879014 0.004 0.017 -0.001 0.412
H -2.679961 1.668140 -2.617879 -0.023 0.001 -0.029 0.294
H -0.135658 1.608640 -3.401638 -0.004 -0.022 0.016 0.263
```
Forces are in eV/Å.


The following is a quantum chemistry calculation of C11H12ClNO2Zr as an isolated structure, from the OMol25 dataset.

Results
* frontier orbital gap: 6.47 eV
* E_LUMO: -10.75 eV
* total charge: +2
* largest force on an atom: 9.81 eV/A

```
28
Properties=species:S:1:pos:R:3:forces:R:3:mulliken_charge:R:1
Cl -2.245677 -2.317084 -1.365609 1.891 1.834 1.177 -0.215
C 0.038557 0.685445 -2.735532 -0.816 1.536 0.813 -0.440
C 0.192788 1.726733 -1.713372 -1.574 -0.692 -1.167 -0.335
C -1.112325 1.982289 -1.142941 -0.525 -0.944 -2.034 -0.563
H 1.108249 2.210468 -1.442280 0.301 0.181 0.078 0.574
C -2.100269 1.099579 -1.806153 3.310 1.261 -0.743 0.633
C -1.343204 0.309618 -2.778952 -0.064 1.472 0.512 -0.493
H -1.784128 -0.471217 -3.376724 0.066 0.008 -0.137 0.466
H 0.834316 0.269467 -3.330654 0.117 -0.050 -0.120 0.583
H -1.354269 2.691346 -0.369574 0.035 0.164 0.175 0.458
C -3.524224 1.017480 -1.533205 -1.228 -0.371 0.322 -1.286
Zr -0.522723 -0.210389 -0.641311 -0.575 -0.390 -1.276 0.456
C -1.594430 -0.745938 1.144219 -5.147 -1.661 7.869 0.542
O -2.171023 -0.974390 2.124011 2.724 0.888 -4.575 -0.028
C 0.681130 -1.996661 -0.546144 5.031 -8.405 -0.519 0.576
O 1.284799 -2.990528 -0.517391 -2.935 4.914 0.036 -0.039
H -3.742265 1.208084 -0.475291 -0.118 0.073 -0.230 0.343
H -3.894578 0.019120 -1.791861 -0.105 0.278 0.028 0.309
H -4.063458 1.761226 -2.134617 0.067 -0.122 0.132 0.351
C 2.986084 -1.379681 3.334622 -0.613 0.413 -0.663 -1.129
C 3.097575 -0.003829 2.606517 0.946 -0.357 1.252 -0.292
C 2.031738 0.155950 1.677393 1.096 0.009 0.591 0.227
N 1.205737 0.207312 0.894972 -1.903 0.073 -1.507 -0.355
H 2.046734 -1.418169 3.875335 -0.047 -0.126 0.184 0.355
H 3.802959 -1.510643 4.020140 0.337 0.074 0.215 0.353
H 3.005837 -2.171258 2.593909 0.068 -0.240 0.020 0.342
H 3.075638 0.804943 3.353298 -0.037 -0.040 -0.363 0.310
H 4.060429 0.040726 2.077194 -0.301 0.221 -0.070 0.297
```
Forces are in eV/Å.